Entry 1:
A gas-phase ion, C3H5N2O2 (charge -1), computed with ωB97M-V/def2-TZVPD.

Element x y z (Å)
C 0.741 -0.330 -0.058
C -0.790 -0.281 0.072
C 0.069 1.779 -0.005
N 1.120 1.067 0.036
N -1.110 1.116 0.079
O 2.379 1.421 -0.005
O -2.401 1.387 -0.062
H 1.329 -1.146 0.522
H 0.986 -0.709 -1.024
H -1.249 -0.787 -0.760
H -1.247 -0.899 0.949
H 0.146 2.822 -0.258

The energy above the lowest of the compared OMol25 structures with the same formula, charge and spin is 330.66 kJ/mol. The calculation puts the total energy at -377.164145 hartree. The calculation puts the frontier orbital gap at 0.2135 Ha. Its highest occupied orbital energy is -0.0574 Eh. As for the SMILES: [O-]N1C=[N+]([O-])CC1. Its net charge is -1.

***

Entry 2:
A gas-phase ion, C3H5N2O2 (charge +1), computed with ωB97M-V/def2-TZVPD.

Element x y z (Å)
C 0.111 0.520 2.815
C -0.342 -0.133 -0.508
C 0.858 -0.477 -0.066
N 0.244 -0.381 2.002
N -0.451 0.104 -1.923
O -0.391 1.226 3.542
O 1.318 -0.547 1.161
H -1.196 -0.003 0.137
H 1.635 -0.715 -0.828
H -1.030 0.996 -1.899
H -1.217 -0.588 -2.200
H 0.463 -0.002 -2.232

The energy above the lowest of the compared OMol25 structures with the same formula, charge and spin is 361.18 kJ/mol. The calculation puts the total energy at -376.898596 hartree. The calculation puts the frontier orbital gap at 0.3724 Ha. Its highest occupied orbital energy is -0.5230 Eh. As for the SMILES: [NH3+]/C=C/ON=C=O. Its net charge is +1.

***

Entry 3:
2 unconnected molecules or ions with the total composition C3H5N2O3, computed with ωB97M-V/def2-TZVPD.

Element x y z (Å)
C -1.470 -0.975 0.732
C -0.880 -0.528 -0.378
C -0.402 0.836 -0.648
N 1.354 0.568 0.582
N 2.215 -0.153 0.034
O 2.103 -0.651 -1.110
O 3.266 -0.335 0.740
O -1.058 1.905 -0.047
H -1.977 -1.939 0.675
H -1.857 -0.225 1.449
H -0.749 -1.318 -1.182
H 0.018 0.889 -1.666
H -0.564 1.925 0.819

The energy above the lowest of the compared OMol25 structures with the same formula, charge and spin is 799.39 kJ/mol. The calculation puts the total energy at -452.362807 hartree. The calculation puts the frontier orbital gap (alpha / beta) at 0.2794 / 0.2718 Ha. Its highest occupied orbital energy (alpha / beta) is -0.1398 / -0.1315 Eh. Its net charge is -1.

***

Max |F|, respectively: 3.884 6.898 3.985 eV Å⁻¹.